No. 1
{
  "formula": "C23H37BN5O3",
  "method": "ωB97M-V with the def2-TZVPD basis set",
  "species": ["O", "B", "O", "C", "C", "C", "C", "C", "C", "C", "N", "O", "H", "H", "H", "H", "H", "H", "H", "H", "H", "C", "C", "C", "C", "N", "H", "H", "H", "H", "H", "H", "H", "C", "C", "C", "C", "N", "H", "H", "H", "H", "H", "H", "H", "C", "C", "C", "C", "N", "H", "H", "H", "H", "H", "H", "H", "C", "C", "C", "C", "N", "H", "H", "H", "H", "H", "H", "H"],
  "coordinates": [[-2.02986, -4.94744, -1.44864], [-2.64389, -3.57492, -1.42070], [-2.50835, -3.23807, 0.04114], [-1.09610, -3.01138, 0.14786], [-0.70093, -2.13310, -1.19209], [-0.65533, -0.64597, -0.54814], [0.71265, -0.18267, -0.11616], [0.87879, 1.18450, 0.54912], [-0.47032, 1.89650, 0.68014], [-1.71245, 1.23949, 0.13369], [-1.91746, -0.01436, -0.49427], [-1.82566, -2.47403, -2.01205], [-2.38057, -5.40026, -0.65126], [-3.77568, -3.51346, -1.82101], [-1.01665, -2.24563, 1.01074], [-0.39877, -3.86086, 0.44384], [0.28339, -2.57339, -1.55818], [1.61900, -0.84901, -0.26675], [1.88927, 1.55848, 0.91989], [-0.52835, 2.91325, 1.18100], [-2.67835, 1.85269, 0.25205], [6.04464, 1.13428, -1.88338], [6.30134, 0.36311, -0.59358], [5.03403, 0.16055, 0.23988], [4.46231, 1.49061, 0.63024], [4.01546, 2.53326, 0.93619], [5.68266, 2.14608, -1.68284], [6.97022, 1.22918, -2.45761], [5.30878, 0.62164, -2.50845], [7.05184, 0.89819, -0.00290], [6.72502, -0.61419, -0.84196], [5.26507, -0.40690, 1.14452], [4.28537, -0.39783, -0.32850], [5.09413, 1.04815, -7.24899], [6.35840, 1.27522, -6.42689], [6.98227, -0.02796, -5.92183], [6.00953, -0.75129, -5.03936], [5.23920, -1.32915, -4.34958], [4.30670, 0.57748, -6.65535], [4.70098, 2.00074, -7.61159], [5.29876, 0.41239, -8.11562], [6.11836, 1.92399, -5.57878], [7.09147, 1.80666, -7.04084], [7.88966, 0.18564, -5.35159], [7.25341, -0.67458, -6.76050], [-4.95730, -1.74001, 1.49430], [-4.69184, -2.51372, 2.77850], [-5.95775, -2.73974, 3.60937], [-6.54462, -1.41770, 4.00085], [-6.99240, -0.37633, 4.30776], [-5.33676, -0.73449, 1.70009], [-4.03324, -1.62811, 0.92242], [-5.68564, -2.26121, 0.86555], [-3.95075, -1.97015, 3.37328], [-4.25251, -3.48262, 2.52532], [-5.71986, -3.30767, 4.51256], [-6.69841, -3.30607, 3.03857], [-5.13312, 1.94731, 4.94881], [-4.87273, 3.38568, 5.37910], [-4.24862, 4.23376, 4.26794], [-2.92722, 3.65070, 3.86055], [-1.89134, 3.19577, 3.54209], [-4.20479, 1.43002, 4.69298], [-5.60314, 1.38713, 5.75915], [-5.79721, 1.91116, 4.08191], [-4.21624, 3.38146, 6.25524], [-5.81803, 3.84172, 5.68820], [-4.09330, 5.25721, 4.61836], [-4.90719, 4.27022, 3.39620]],
  "nbo_charge": [-0.98, 0.84, -0.76, -0.09, 0.05, 0.22, -0.31, -0.18, -0.31, 0.03, -0.41, -0.72, 0.46, -0.17, 0.15, 0.16, 0.17, 0.21, 0.24, 0.23, 0.18, -0.62, -0.38, -0.51, 0.30, -0.35, 0.21, 0.20, 0.23, 0.20, 0.21, 0.25, 0.26, -0.61, -0.38, -0.50, 0.28, -0.33, 0.23, 0.22, 0.20, 0.21, 0.20, 0.25, 0.24, -0.62, -0.38, -0.50, 0.32, -0.40, 0.19, 0.28, 0.20, 0.20, 0.23, 0.24, 0.24, -0.61, -0.38, -0.50, 0.29, -0.34, 0.22, 0.22, 0.22, 0.20, 0.20, 0.24, 0.24],
  "mol_weight_g_mol": 442.39,
  "charge": -1,
  "e_homo_ev": -4.704,
  "gap_ev": 6.64,
  "energy_ha": -1422.9238
}

---

No. 2
{
  "formula": "C23H37CeN2O2P2",
  "method": "ωB97M-V with the def2-TZVPD basis set",
  "species": ["C", "C", "N", "C", "C", "C", "C", "P", "Ce", "P", "C", "C", "C", "C", "C", "C", "C", "O", "O", "H", "H", "H", "C", "C", "H", "H", "H", "H", "C", "C", "H", "H", "H", "H", "H", "H", "H", "H", "H", "H", "H", "H", "H", "H", "H", "H", "H", "H", "H", "H", "H", "H", "C", "C", "C", "C", "C", "C", "N", "H", "H", "H", "H", "H", "H", "H", "H"],
  "coordinates": [[-0.36574, 3.65130, -1.87673], [-0.54177, 2.31441, -1.43143], [0.43491, 1.72472, -0.61716], [1.55008, 2.43970, -0.32473], [1.71016, 3.76582, -0.70725], [0.74262, 4.37834, -1.50183], [-1.68231, 1.60772, -1.86729], [-2.36050, 0.12556, -1.17509], [-0.02950, -0.49718, 0.48357], [2.77070, -0.03334, 0.49333], [2.68781, 1.82060, 0.46610], [-0.72060, -2.81319, -0.52402], [-1.39860, -3.91058, 0.24517], [-0.65079, -4.76650, 1.01166], [0.74715, -4.62282, 1.14203], [1.43028, -3.64026, 0.43215], [0.75793, -2.77473, -0.45619], [-0.26665, 1.49748, -7.56033], [2.00755, 0.60980, -3.20982], [-1.14783, 4.06800, -2.51152], [2.61328, 4.28293, -0.38629], [0.87087, 5.40940, -1.82108], [-4.03171, 0.58984, -0.57383], [-2.74060, -0.89289, -2.66436], [3.64712, 2.15206, 0.03237], [2.65858, 2.19943, 1.50483], [-0.60583, 0.70784, -7.18650], [-2.24400, 2.09771, -2.67251], [3.91334, -0.30100, 1.88207], [3.84458, -0.28762, -0.94597], [-2.48618, -3.98653, 0.17375], [-1.13476, -5.58349, 1.54154], [1.29098, -5.31899, 1.78669], [2.51220, -3.56060, 0.53439], [1.30142, -2.20993, -1.23366], [-1.22362, -1.82705, -0.26681], [1.83662, -0.01909, -3.93499], [1.17100, 0.79539, -2.82243], [0.39048, 1.81524, -6.91619], [-1.18344, -2.56541, -1.46637], [-4.65299, 0.94589, -1.40919], [-4.51650, -0.27597, -0.10142], [-3.93728, 1.39357, 0.16971], [-3.49743, -0.38464, -3.27959], [-1.82990, -1.03260, -3.26397], [-3.11933, -1.87987, -2.36420], [4.73841, 0.34285, -0.83702], [4.13727, -1.34400, -0.98608], [3.30965, -0.01996, -1.87397], [4.82817, 0.29669, 1.76028], [3.42638, -0.04202, 2.83226], [4.17047, -1.36792, 1.90661], [0.78377, 1.86609, 3.43986], [-0.43443, 1.05968, 3.62513], [-1.31864, 1.08106, 4.72049], [-2.33297, 0.13546, 4.45062], [-2.03880, -0.44014, 3.19796], [-2.79672, -1.47948, 2.47479], [-0.87829, 0.12860, 2.69147], [0.69193, 2.56805, 2.59568], [1.67736, 1.23919, 3.28851], [0.95281, 2.46338, 4.34769], [-1.20030, 1.72076, 5.58718], [-3.18936, -0.13344, 5.05654], [-3.55345, -1.89651, 3.15482], [-3.33475, -1.06939, 1.60023], [-2.16023, -2.31742, 2.14031]],
  "lowdin_charge": [-0.03, -0.36, -0.06, -0.35, -0.05, -0.04, -0.29, 0.80, 1.09, 0.81, -0.27, -0.29, -0.03, -0.07, -0.06, -0.09, -0.22, -0.04, -0.04, 0.12, 0.12, 0.12, -0.24, -0.25, 0.10, 0.09, 0.00, 0.08, -0.24, -0.24, 0.13, 0.12, 0.12, 0.11, 0.11, -0.07, 0.07, -0.01, 0.04, 0.09, 0.06, 0.04, 0.06, 0.06, 0.05, 0.05, 0.07, 0.06, 0.02, 0.07, 0.04, 0.05, -0.05, -0.37, -0.04, -0.05, -0.38, -0.04, -0.12, 0.08, 0.05, 0.10, 0.10, 0.10, 0.10, 0.06, 0.06],
  "mol_weight_g_mol": 575.63,
  "charge": 1,
  "e_homo_ev": [-9.626, -9.627],
  "gap_ev": [4.90, 4.93],
  "energy_ha": -2316.0888
}

---

No. 3
{
  "formula": "C23H37HfN2O2P3",
  "method": "ωB97M-V with the def2-TZVPD basis set",
  "species": ["P", "C", "H", "H", "H", "C", "H", "H", "H", "C", "H", "H", "H", "P", "C", "H", "H", "H", "C", "H", "H", "H", "C", "H", "H", "H", "P", "C", "H", "H", "H", "C", "H", "H", "H", "C", "H", "H", "H", "Hf", "C", "O", "C", "O", "C", "C", "C", "C", "C", "C", "H", "H", "H", "H", "H", "H", "N", "C", "C", "C", "C", "N", "C", "C", "H", "H", "H", "H"],
  "coordinates": [[-0.16033, 1.96696, -1.81872], [-1.89735, 2.18554, -2.54935], [-1.87135, 2.83041, -3.43339], [-2.57076, 2.65840, -1.83106], [-2.33829, 1.23543, -2.85466], [0.03856, 3.82909, -1.57591], [1.08382, 4.12957, -1.49120], [-0.49084, 4.15218, -0.67454], [-0.37781, 4.38056, -2.42472], [0.61908, 1.72620, -3.52383], [0.42216, 2.59220, -4.16267], [0.19388, 0.84794, -4.01730], [1.69984, 1.58201, -3.47970], [1.43977, -2.28068, -0.71806], [0.37155, -3.67939, -1.42399], [0.93187, -4.61984, -1.45882], [0.05823, -3.45951, -2.44681], [-0.52161, -3.85929, -0.82448], [2.74526, -2.51756, -2.06300], [3.71579, -2.10712, -1.78004], [2.42226, -2.04003, -2.99279], [2.90364, -3.58071, -2.27035], [2.11929, -3.37694, 0.66341], [2.60604, -4.26414, 0.24731], [1.30867, -3.71870, 1.31286], [2.84596, -2.86269, 1.29462], [-0.21879, 0.51819, 2.62290], [-1.82060, -0.12935, 3.40619], [-1.98803, 0.32637, 4.38743], [-1.77712, -1.20918, 3.56121], [-2.69631, 0.09243, 2.79393], [0.81201, -0.06482, 4.09477], [0.28078, 0.10508, 5.03654], [1.76253, 0.46521, 4.17218], [1.01618, -1.13644, 4.01338], [-0.60491, 2.30157, 3.11537], [-0.73583, 2.38217, 4.19866], [-1.53454, 2.63428, 2.64484], [0.17689, 3.00279, 2.81999], [0.21937, 0.01780, 0.00892], [-0.72895, -0.78573, -1.76354], [-1.28744, -1.21612, -2.71508], [-0.76380, -1.68013, 0.92501], [-1.32759, -2.61177, 1.39046], [3.40851, 0.51240, 1.58396], [2.99022, 1.80785, 1.65983], [2.71699, 2.53535, 0.54810], [3.22311, 2.06650, -0.62792], [3.64062, 0.78298, -0.76485], [3.89214, 0.09750, 0.38643], [3.62444, -0.06208, 2.46050], [2.88450, 2.27414, 2.60958], [2.38549, 3.54712, 0.65742], [3.30626, 2.71751, -1.46443], [4.02146, 0.45743, -1.71065], [4.49124, -0.78048, 0.35878], [-6.81584, -2.02129, -0.74923], [-5.69434, -1.69878, -0.62924], [-4.47325, -1.16977, -0.43878], [-4.36433, 0.11673, -0.00906], [-3.17528, 0.75106, 0.21288], [-2.15105, -0.08207, -0.05447], [-2.47732, -1.43445, -0.51041], [-3.55285, -2.21966, -0.78280], [-5.29367, 0.65831, 0.16421], [-3.03935, 1.77578, 0.55791], [-1.88322, -2.29965, -0.79594], [-3.74568, -3.09465, -1.07779]],
  "nbo_charge": [0.67, -0.86, 0.29, 0.25, 0.23, -0.85, 0.26, 0.26, 0.29, -0.86, 0.30, 0.25, 0.26, 0.75, -0.87, 0.30, 0.26, 0.22, -0.86, 0.27, 0.26, 0.30, -0.87, 0.30, 0.26, 0.26, 0.68, -0.86, 0.29, 0.26, 0.23, -0.85, 0.29, 0.26, 0.26, -0.86, 0.30, 0.25, 0.26, 1.54, 0.45, -0.42, 0.45, -0.42, -0.26, -0.14, -0.25, -0.14, -0.25, -0.14, 0.26, 0.25, 0.26, 0.25, 0.26, 0.25, 0.00, 0.14, 0.03, -0.22, 0.12, -0.60, -0.09, -0.10, 0.30, 0.27, 0.33, 0.27],
  "mol_weight_g_mol": 644.97,
  "charge": 4,
  "e_homo_ev": -21.518,
  "gap_ev": 6.30,
  "energy_ha": -2228.8408
}

---

Q: charge of number 1 (C23H37BN5O3)?
A: -1

---

Q: What is the formula in the second record?
A: C23H37CeN2O2P2